{
  "formula": "C39H39LaN8O4",
  "method": "ωB97M-V/def2-TZVPD",
  "gap_ev": 6.068,
  "e_homo_ev": -6.36,
  "e_above_lowest_kcal_mol": 0.0,
  "total_charge": 0,
  "energy_ev": -62047.082,
  "e_lumo_ev": -0.29,
  "symbols": ["H", "N", "C", "C", "H", "C", "C", "C", "H", "H", "H", "C", "C", "C", "H", "H", "C", "N", "H", "N", "C", "O", "H", "C", "C", "C", "H", "C", "H", "H", "C", "C", "N", "C", "C", "H", "C", "H", "C", "C", "H", "C", "H", "H", "C", "H", "H", "N", "H", "H", "H", "N", "O", "H", "C", "H", "H", "H", "C", "H", "H", "H", "O", "O", "H", "H", "C", "H", "C", "H", "C", "H", "C", "C", "H", "H", "H", "C", "C", "H", "N", "N", "C", "C", "C", "C", "La", "H", "C", "C", "C"],
  "coordinates": [[1.40804, 2.88989, -1.01581], [-3.42019, 1.64458, 3.88897], [0.66712, -2.99131, -2.90107], [5.43593, -2.83856, -2.91450], [0.41715, -2.78399, -3.94184], [-0.95207, 2.92187, 2.96118], [-4.63635, -0.98390, 6.11575], [-0.98164, 1.82798, 0.84351], [1.55686, 0.46132, -6.23961], [2.14295, 6.23707, -3.33224], [-7.55114, -0.29308, 4.43197], [1.92806, 0.75053, -5.21150], [-1.68658, 2.39205, 1.89787], [-2.97107, 1.74595, -0.58301], [3.59363, 4.58831, -4.04669], [7.90457, -0.55619, -2.33573], [1.76079, 2.43674, -2.95177], [1.84982, 3.24825, -1.85406], [-1.47549, 3.30437, 3.84550], [2.24145, 2.95822, -4.16211], [-0.92679, -3.01808, 0.19623], [3.62025, -0.43966, -0.93463], [-5.31041, -3.99867, 5.60721], [2.42082, 2.18781, -5.35400], [2.54081, 4.43757, -4.28468], [-4.35303, 0.89395, 4.57380], [-1.42500, -3.26345, -2.13493], [4.52509, -0.91752, -1.74223], [7.58950, -2.85290, -3.06616], [-5.62983, -3.26366, 3.96763], [0.44555, 2.88072, 2.89787], [-6.06718, -3.48808, 4.98599], [-3.96641, 2.25716, 2.88304], [-3.74711, 2.24190, 0.47088], [3.03110, -2.70499, -2.69194], [-1.67639, -4.98962, 4.30663], [-1.63478, 1.30705, -0.33681], [0.76135, -0.50284, -3.93650], [6.85531, -0.93114, -2.38553], [-1.50100, -3.92982, 2.45176], [5.38597, -3.86501, -3.26165], [-0.13116, -3.41175, 4.33997], [1.32257, -1.89432, 4.12462], [-0.06543, 1.04848, -4.44523], [1.79032, 5.20146, -3.25162], [1.06611, 3.31650, 3.66760], [0.68140, 5.12081, -3.34458], [-0.13687, -2.47599, -0.66994], [-1.78168, -3.60284, -0.17835], [2.38625, 4.76236, -5.32881], [0.87857, -4.04586, -2.75629], [0.36640, 1.55950, 0.91398], [-0.92985, 0.55187, -1.06237], [-4.33671, -1.66528, 6.90521], [4.31172, -2.13420, -2.47056], [-0.88263, -1.62353, -2.42891], [3.51614, 2.15766, -5.65985], [-2.37578, -4.37920, 1.98920], [-3.80133, -0.12264, 5.48519], [-6.09540, 1.74907, 3.62302], [3.39170, 4.68066, -1.96749], [-3.45569, 1.44605, -1.49595], [1.05802, -1.36429, 1.59669], [-6.58473, -2.31400, 5.71059], [1.90137, 2.68393, -6.21262], [-4.79608, 2.49003, 0.41501], [-0.58670, -2.57922, -2.06249], [3.06719, -3.70746, -3.18570], [-6.54272, -0.14348, 4.73526], [0.09952, -3.49913, 5.44400], [6.70530, -2.27491, -2.83224], [-6.88785, -4.20969, 4.81477], [-5.75334, 0.91409, 4.27862], [-5.94155, -1.12673, 5.55514], [1.89987, 5.10849, -1.04149], [2.16572, 1.87031, 1.99311], [5.82109, 0.81924, -1.55437], [-3.17471, 2.36316, 1.75910], [-1.16480, -4.18821, 3.76311], [-2.71770, -0.11021, 5.60023], [1.25052, 1.19744, -2.85877], [1.83684, -2.21784, -2.41541], [0.35273, -2.27463, 2.21277], [1.07963, 2.10233, 1.88186], [5.75982, -0.23912, -1.90878], [0.56911, -2.47637, 3.60630], [1.36287, -0.33488, -0.48909], [2.82766, 0.16330, -5.07077], [-0.68147, -3.06811, 1.62259], [0.89272, 0.56195, -4.14201], [2.29336, 4.61434, -1.91102]],
  "forces_ev_per_a": [[-0.06, 0.18, -0.27], [-0.19, 1.09, -2.35], [-0.34, 0.15, 1.01], [1.43, 0.34, 0.01], [0.39, -0.04, -0.19], [1.06, 0.02, 0.55], [-1.52, -0.91, -0.81], [0.98, -0.42, 0.38], [0.13, 0.05, 1.14], [-0.46, 0.00, 0.10], [-0.63, -0.04, -0.24], [0.50, -0.03, -1.89], [-1.91, -0.49, -0.83], [0.41, -0.49, 0.46], [0.29, -0.02, -0.36], [-1.13, 0.11, -0.15], [-0.30, -2.03, -1.63], [-0.07, -1.15, 0.09], [0.34, 0.05, -0.50], [-0.53, 1.76, 1.40], [0.69, -0.26, 0.03], [0.60, 0.08, -0.64], [-0.17, 0.33, -0.30], [0.51, -0.05, -1.20], [0.08, -1.78, -0.41], [-1.23, -1.79, 1.79], [-0.08, -0.26, -0.37], [-0.44, 0.35, -0.10], [-0.09, 0.00, -0.16], [-0.41, 0.26, 1.19], [-0.47, -0.66, -0.26], [0.26, 0.37, -0.14], [0.18, -1.40, 0.39], [1.23, 0.14, 1.72], [-2.81, -0.63, 0.07], [0.08, 0.61, -0.01], [-0.73, 0.44, -0.20], [-0.28, 0.21, -0.20], [0.55, -0.90, -0.08], [1.21, 0.62, -0.81], [-0.41, 0.09, -0.17], [0.07, -0.11, 0.92], [0.02, 0.12, -0.28], [0.39, -0.67, -0.06], [-0.23, 0.57, 0.84], [-0.11, 0.02, 0.11], [0.82, 0.16, 0.05], [-1.51, 0.20, 0.11], [0.02, 0.17, 0.20], [-0.22, -0.28, 0.45], [-0.09, -0.35, -0.20], [0.04, 1.21, 0.12], [-0.17, -0.57, -0.79], [0.17, -0.16, -0.35], [0.54, 0.59, 0.79], [-0.47, 0.99, -0.07], [-1.06, 0.16, 0.43], [0.22, -0.25, 0.00], [-0.15, 3.04, -1.45], [0.04, -1.09, 0.65], [-0.21, 0.06, 0.52], [0.04, 0.08, -0.30], [-0.31, -0.56, 0.00], [-0.70, -1.54, -0.21], [0.21, -0.13, 0.72], [-0.19, -0.37, -0.29], [1.99, -0.72, 0.29], [-0.03, 0.60, 0.17], [1.77, -0.30, 0.71], [-0.26, -0.07, -1.44], [-0.41, 0.50, 0.31], [0.13, 0.68, 0.33], [1.09, 0.32, 0.27], [0.65, 0.55, -0.51], [0.01, 0.40, 0.30], [-0.90, 0.18, -0.42], [0.02, -1.15, -0.13], [2.05, 1.32, 0.31], [-0.11, 0.13, -0.12], [-0.27, 0.06, 0.30], [1.40, 2.11, 0.21], [1.51, -0.28, -0.86], [0.00, 0.06, 0.60], [-0.62, 0.49, 1.19], [0.34, 0.64, 0.39], [-0.18, -0.41, 0.32], [-0.78, -0.79, -0.96], [-0.07, -0.54, 0.51], [-0.55, 0.13, 0.63], [-0.40, 0.89, 0.78], [-0.20, 0.02, -1.17]]
}